17 unconnected molecules or ions with the total composition C50H138N4O34 at a distorted geometry, computed with wB97M-V/def2-TZVPD.

Geometry (Å):
1 C 16.614 19.212 18.775
2 C 15.474 18.421 19.398
3 O 15.713 17.284 20.186
4 O 16.895 18.808 17.474
5 H 17.511 19.182 19.435
6 H 16.279 20.262 18.777
7 H 14.716 18.247 18.600
8 H 14.920 19.028 20.181
9 H 15.897 16.559 19.564
10 H 17.472 19.492 17.041
11 C 14.430 14.072 13.906
12 C 15.343 13.403 12.912
13 O 16.374 12.597 13.619
14 O 14.011 13.095 14.898
15 H 13.580 14.552 13.402
16 H 15.007 14.839 14.466
17 H 15.999 14.109 12.319
18 H 14.812 12.712 12.268
19 H 16.049 12.298 14.489
20 H 13.891 13.619 15.823
21 C 10.421 13.440 14.324
22 C 9.532 13.990 13.222
23 O 10.317 14.739 12.239
24 O 11.359 12.498 13.779
25 H 9.766 12.951 15.155
26 H 10.969 14.298 14.680
27 H 8.810 14.669 13.753
28 H 9.037 13.187 12.728
29 H 10.081 15.670 12.091
30 H 12.095 12.452 14.367
31 C 19.836 17.212 16.599
32 C 20.762 16.044 16.913
33 O 21.571 15.780 15.769
34 O 18.987 16.952 15.513
35 H 20.414 18.110 16.422
36 H 19.192 17.336 17.503
37 H 20.265 15.064 17.175
38 H 21.507 16.261 17.637
39 H 21.183 15.109 15.207
40 H 18.587 17.752 15.090
41 C 18.054 24.159 18.614
42 C 16.631 23.520 18.224
43 O 15.907 23.194 19.363
44 O 17.970 25.209 19.461
45 H 18.507 24.498 17.663
46 H 18.665 23.359 19.065
47 H 16.695 22.628 17.607
48 H 16.090 24.166 17.580
49 H 15.084 23.747 19.375
50 H 17.378 25.044 20.207
51 C 13.196 21.757 11.411
52 C 11.795 21.578 10.992
53 O 11.146 22.838 10.907
54 O 13.862 20.551 11.829
55 H 13.129 22.478 12.244
56 H 13.683 22.335 10.602
57 H 11.278 21.100 11.802
58 H 11.671 21.001 10.036
59 H 11.559 23.295 10.199
60 H 14.059 19.884 11.098
61 C 19.009 11.459 15.326
62 C 20.304 12.258 15.273
63 O 20.064 13.637 14.896
64 O 17.976 12.017 16.093
65 H 19.127 10.437 15.745
66 H 18.591 11.277 14.295
67 H 20.818 11.704 14.524
68 H 20.818 12.345 16.260
69 H 19.855 13.653 13.948
70 H 17.700 12.788 15.559
71 C 21.922 17.483 11.308
72 C 22.907 17.891 12.367
73 O 22.597 19.340 12.608
74 O 20.596 17.790 11.658
75 H 21.948 16.415 10.873
76 H 22.177 18.113 10.473
77 H 23.876 17.867 11.971
78 H 22.855 17.279 13.245
79 H 21.819 19.462 13.169
80 H 20.163 16.911 11.737
81 C 20.663 21.528 10.103
82 C 22.147 21.798 9.872
83 O 22.991 20.720 10.123
84 O 20.404 20.771 11.268
85 H 20.171 21.112 9.215
86 H 20.272 22.523 10.270
87 H 22.381 22.572 10.629
88 H 22.321 22.229 8.818
89 H 22.841 20.487 11.043
90 H 20.783 19.880 11.280
91 C 13.411 21.457 15.732
92 C 13.166 20.714 17.058
93 O 13.076 21.640 18.103
94 O 13.861 20.557 14.716
95 H 14.029 22.429 15.894
96 H 12.395 21.857 15.436
97 H 13.944 19.977 17.267
98 H 12.231 20.137 16.849
99 H 12.680 22.424 17.762
100 H 13.226 20.660 14.008
101 C 18.704 13.925 11.530
102 C 18.323 15.077 12.520
103 O 19.618 15.583 12.938
104 O 19.387 12.871 12.117
105 H 19.391 14.367 10.838
106 H 17.805 13.693 10.962
107 H 17.823 14.687 13.394
108 H 17.714 15.859 12.114
109 H 19.572 16.056 13.803
110 H 18.628 12.452 12.628
111 C 15.814 19.231 8.905
112 C 16.087 20.646 9.254
113 O 16.938 21.239 8.194
114 O 14.668 18.840 9.764
115 H 16.632 18.563 9.210
116 H 15.591 19.160 7.830
117 H 16.647 20.846 10.232
118 H 15.186 21.260 9.298
119 H 16.380 21.623 7.523
120 H 14.824 17.922 10.160
121 C 12.945 15.136 10.072
122 C 14.443 15.097 9.972
123 O 15.202 16.001 10.659
124 O 12.766 14.379 11.233
125 H 12.492 14.726 9.165
126 H 12.541 16.162 10.180
127 H 14.682 15.380 8.962
128 H 14.787 14.070 10.066
129 H 14.970 16.132 11.594
130 H 11.857 14.513 11.631
131 C 8.424 16.272 15.786
132 O 8.662 17.071 14.595
133 C 10.020 17.588 14.495
134 C 10.050 18.398 13.201
135 N 9.642 17.494 12.107
136 C 9.531 18.233 10.806
137 C 10.835 18.273 10.000
138 O 10.616 19.267 9.017
139 C 11.693 19.235 8.054
140 H 7.580 15.613 15.578
141 H 8.228 16.882 16.663
142 H 9.223 15.550 16.030
143 H 10.680 16.706 14.429
144 H 10.281 18.172 15.392
145 H 11.077 18.740 12.935
146 H 9.483 19.335 13.278
147 H 8.731 17.188 12.374
148 H 9.281 19.293 10.850
149 H 8.783 17.757 10.168
150 H 11.039 17.335 9.530
151 H 11.652 18.593 10.652
152 H 11.509 20.091 7.425
153 H 11.767 18.305 7.388
154 H 12.595 19.423 8.597
155 C 23.521 27.189 12.082
156 O 22.206 26.833 11.710
157 C 21.374 27.795 11.079
158 C 19.905 27.615 11.533
159 N 19.724 27.828 12.976
160 C 18.495 27.485 13.634
161 C 18.352 26.007 13.739
162 O 19.512 25.551 14.422
163 C 19.793 24.186 14.121
164 H 23.541 27.985 12.875
165 H 24.209 27.319 11.220
166 H 23.832 26.217 12.541
167 H 21.400 27.747 9.992
168 H 21.791 28.763 11.376
169 H 19.535 26.682 11.245
170 H 19.379 28.305 10.916
171 H 20.459 27.408 13.506
172 H 17.648 27.753 13.004
173 H 18.454 28.035 14.520
174 H 18.359 25.618 12.752
175 H 17.434 25.706 14.262
176 H 19.058 23.484 14.569
177 H 20.738 24.040 14.589
178 H 19.775 24.093 12.997
179 C 19.143 20.974 17.384
180 O 18.351 20.844 16.235
181 C 19.190 20.679 15.002
182 C 18.119 20.333 13.932
183 N 17.279 19.178 14.395
184 C 16.541 18.588 13.347
185 C 15.583 17.493 13.947
186 O 14.653 17.118 12.969
187 C 13.323 17.479 13.252
188 H 18.447 21.314 18.193
189 H 19.978 21.676 17.163
190 H 19.556 19.977 17.705
191 H 19.820 19.806 15.045
192 H 19.683 21.563 14.811
193 H 18.522 20.190 12.881
194 H 17.397 21.186 13.775
195 H 16.562 19.459 15.028
196 H 17.220 18.115 12.599
197 H 15.904 19.280 12.789
198 H 15.107 17.927 14.779
199 H 16.158 16.595 14.247
200 H 12.974 17.030 14.222
201 H 12.762 17.131 12.371
202 H 13.179 18.529 13.299
203 C 17.590 14.489 18.393
204 O 16.218 15.011 18.309
205 C 15.829 15.562 17.054
206 C 14.351 15.628 17.161
207 N 13.655 14.339 17.275
208 C 12.367 14.405 17.975
209 C 11.888 12.987 18.043
210 O 10.539 13.009 18.420
211 C 9.991 11.996 19.125
212 H 18.298 15.269 18.761
213 H 17.952 14.156 17.452
214 H 17.629 13.624 19.112
215 H 16.164 14.850 16.310
216 H 16.348 16.487 16.897
217 H 13.941 16.222 16.363
218 H 14.219 16.216 18.039
219 H 14.225 13.739 17.799
220 H 11.633 14.973 17.450
221 H 12.465 14.777 18.937
222 H 12.541 12.554 18.805
223 H 12.076 12.414 17.124
224 H 9.042 11.583 18.587
225 H 9.612 12.457 20.044
226 H 10.610 11.117 19.394

The relative energy (zero: lowest compared OMol25 entry of this formula, charge and spin) comes out at 0.0 kcal/mol. For the frontier orbital gap, the calculation gives 8.52 eV. The HOMO energy comes out at -8.4 eV. As for the charge: 0.